ORCA calculation (ωB97M-V/def2-TZVPD) on C20H25B3F27O10Sn as an isolated structure in a non-equilibrium geometry.

Calculated values
⟨S²⟩   0.757
E_HOMO (spin up / spin down)   -10.6 / -10.6 eV
Maximum force   0.102 Eh/bohr
2S+1   2
DFT total energy   -4515.16633 a.u.
Total charge   0

Last column: Löwdin spin population.
Geometry (Å):
Sn  -6.3388  -24.1276  -4.4279  0.000
B  -7.0982  -22.5853  -7.4547  0.000
F  -6.3344  -21.9271  -6.5025  0.000
F  -8.0378  -21.7222  -7.9088  0.006
F  -6.3087  -23.1767  -8.3420  0.000
F  -7.7950  -23.5102  -6.7641  0.000
B  -4.7270  -21.1844  -3.8775  0.000
F  -4.2242  -19.9737  -3.5280  0.000
F  -4.0901  -21.6963  -4.9505  0.000
F  -4.5454  -22.0689  -2.8092  0.000
F  -6.0819  -21.0315  -4.1055  0.000
B  -9.0762  -21.9325  -3.2721  0.000
F  -8.6553  -20.7122  -2.9247  0.001
F  -8.3212  -22.9609  -2.6421  0.000
F  -10.3806  -22.0833  -3.0889  0.002
F  -8.9397  -22.1122  -4.6024  0.006
C  -7.7342  -26.3288  -8.8970  0.000
C  -6.4750  -26.4112  -8.1117  0.000
O  -6.2199  -27.7668  -7.6957  0.000
C  -6.4475  -28.1414  -6.3952  0.000
O  -6.9420  -27.3824  -5.5666  0.000
C  -6.1586  -29.5855  -6.0520  0.000
F  -5.3559  -29.4650  -5.0163  0.000
F  -7.2016  -30.3462  -5.7828  0.000
F  -5.5675  -30.1824  -7.0323  0.000
H  -8.5232  -26.5357  -8.1740  0.000
H  -7.7879  -27.0775  -9.6873  0.000
H  -8.0234  -25.3845  -9.3583  0.000
H  -6.4295  -25.6778  -7.3066  0.000
H  -5.6932  -26.0250  -8.7656  0.000
C  -6.0274  -23.3758  -13.2535  0.000
C  -6.0191  -24.0941  -11.8449  0.000
O  -6.2667  -25.5276  -12.0340  0.000
C  -5.2519  -26.3827  -12.3358  0.000
O  -4.0739  -26.0652  -12.4156  0.000
C  -5.6691  -27.8789  -12.5376  0.000
F  -7.0228  -27.9993  -12.5529  0.000
F  -5.1323  -28.2890  -13.6617  0.000
F  -5.1807  -28.6665  -11.6102  0.000
H  -5.1810  -23.7437  -13.8334  0.000
H  -5.8304  -22.3275  -13.0287  0.000
H  -6.9493  -23.5987  -13.7906  0.000
H  -6.8570  -23.7822  -11.2213  0.000
H  -5.1186  -23.8597  -11.2773  0.000
C  -10.4753  -23.8793  -8.9809  0.001
C  -11.2047  -23.5963  -7.6663  0.003
O  -12.2600  -22.6620  -7.8389  0.059
C  -12.0809  -21.3454  -7.7298  0.064
O  -11.0721  -20.8431  -7.2237  0.766
C  -13.4026  -20.4878  -7.9925  0.043
F  -13.2265  -19.6501  -9.0410  0.010
F  -14.3876  -21.3582  -8.2866  0.027
F  -13.7744  -19.7369  -6.9674  0.006
H  -11.1046  -24.5913  -9.5148  0.000
H  -9.5959  -24.4358  -8.6567  0.001
H  -10.1290  -23.0350  -9.5771  0.000
H  -10.5828  -23.2723  -6.8319  0.002
H  -11.5631  -24.5278  -7.2282  0.001
C  -3.0480  -23.8718  -8.5907  0.000
C  -2.1983  -23.9366  -7.3016  0.000
O  -1.9341  -25.3792  -7.0344  0.000
C  -2.8455  -26.0434  -6.3539  0.000
O  -3.9823  -25.6069  -5.9732  0.000
C  -2.4402  -27.5450  -6.1284  0.000
F  -1.1884  -27.7543  -6.5247  0.000
F  -2.4559  -27.8025  -4.8046  0.000
F  -3.2415  -28.3389  -6.8053  0.000
H  -3.2487  -22.8281  -8.8325  0.000
H  -4.0236  -24.3445  -8.4769  0.000
H  -2.4442  -24.4226  -9.3120  0.000
H  -2.6268  -23.3891  -6.4621  0.000
H  -1.2896  -23.4285  -7.6245  0.000
C  -3.3760  -18.1786  -6.9336  0.000
C  -3.8157  -19.6442  -7.0558  0.000
O  -4.1028  -19.9344  -8.3689  0.000
C  -5.3576  -19.5810  -8.8621  0.000
O  -6.3400  -19.2259  -8.1563  0.000
C  -5.5635  -19.8310  -10.3796  0.000
F  -4.4464  -20.2533  -10.9823  0.000
F  -6.5508  -20.6885  -10.5378  0.000
F  -5.9646  -18.6922  -11.0211  0.000
H  -2.5497  -17.9221  -7.5965  0.000
H  -3.0655  -17.9269  -5.9196  0.000
H  -4.1809  -17.4662  -7.1149  0.000
H  -4.6619  -19.9664  -6.4490  0.000
H  -3.1096  -20.3597  -6.6344  0.000

***

ORCA calculation (ωB97M-V/def2-TZVPD) on C20H25BNO2PtS3SbSe4 as an isolated structure in a non-equilibrium geometry.

Calculated values
E_HOMO (spin up / spin down)   -6.7 / -6.7 eV
Maximum force   0.050 Eh/bohr
Energy relative to the best compared isomer or geometry (same formula, charge and spin)   50.5 kcal/mol
2S+1   1
DFT total energy   -12167.17749 a.u.
Total charge   0

Last column: Mulliken charge in e.
Geometry (Å):
Pt  0.2640  -1.3003  -0.3069  0.983
C  0.0752  -2.8990  -3.6292  -0.834
C  -0.1562  -1.4695  -4.0884  -0.771
S  0.3440  -0.2078  -2.8468  -0.104
C  -1.1272  0.8687  -2.7209  -0.606
C  -2.4444  0.2163  -2.3437  -0.909
S  -2.3822  -0.7018  -0.7547  0.179
C  -3.1279  -2.3087  -1.2315  -0.902
C  -2.4439  -3.1098  -2.3238  -0.770
S  -0.6535  -3.3762  -2.0260  0.120
H  1.1414  -3.0802  -3.4895  0.358
H  -0.3071  -3.5961  -4.3750  0.490
H  -1.1971  -1.2822  -4.3491  0.404
H  0.4607  -1.2915  -4.9712  0.567
H  -1.2283  1.3935  -3.6736  0.644
H  -0.8332  1.5851  -1.9503  0.042
H  -2.8007  -0.4730  -3.1071  0.532
H  -3.1857  1.0072  -2.2182  0.611
H  -4.1644  -2.1119  -1.5108  0.473
H  -3.1178  -2.8673  -0.2933  0.410
H  -2.5441  -2.6375  -3.2979  0.378
H  -2.8990  -4.0988  -2.3707  0.559
O  -1.3527  1.3778  0.4873  0.336
B  -0.0166  1.4607  0.9307  0.733
O  0.1636  2.6452  1.6646  -0.626
C  -1.0517  3.2345  1.7164  0.462
C  -1.4245  4.4030  2.3481  -0.956
C  -2.7616  4.7669  2.2644  -0.519
C  -3.6866  3.9805  1.5935  -0.710
C  -3.3154  2.8040  0.9551  -0.961
C  -1.9844  2.4556  1.0160  0.460
H  -0.7111  4.9983  2.8936  0.514
H  -3.0911  5.6753  2.7456  0.398
H  -4.7225  4.2835  1.5726  0.409
H  -4.0311  2.1752  0.4493  0.482
Se  3.1614  -3.5121  3.2734  -0.566
Sb  1.7123  -3.8373  1.3232  0.808
Se  2.5703  -2.5206  -0.6966  -0.408
Se  1.2618  -6.1375  0.6143  -0.587
Se  -0.5504  -2.6503  1.6724  -0.453
C  3.4052  0.8089  -0.8533  -1.167
C  3.3808  0.4523  0.6023  1.091
C  4.5720  0.2219  1.2703  -0.697
C  4.5939  -0.0212  2.6305  -0.822
C  3.4059  -0.0084  3.3452  -0.792
C  2.1906  0.2017  2.7177  1.740
C  0.9382  0.2341  3.5386  -1.621
C  2.1625  0.4052  1.3197  -0.462
N  0.9601  0.5151  0.6518  -0.938
H  4.2533  0.3368  -1.3473  0.462
H  3.4939  1.8891  -0.9709  0.339
H  2.4871  0.4942  -1.3480  0.009
H  5.4963  0.2346  0.7113  0.420
H  5.5282  -0.2143  3.1337  0.432
H  3.4215  -0.1753  4.4115  0.440
H  1.0891  -0.2982  4.4741  0.457
H  0.0948  -0.2059  3.0053  0.169
H  0.6818  1.2697  3.7636  0.271

***

ORCA calculation (ωB97M-V/def2-TZVPD) on C20H25BeN5O12S3Zn2 as an isolated structure in a non-equilibrium geometry.

Calculated values
⟨S²⟩   0.762
E_HOMO (spin up / spin down)   -9.7 / -9.7 eV
Maximum force   0.122 Eh/bohr
2S+1   2
DFT total energy   -6721.33150 a.u.
Total charge   +1

Last column: Löwdin spin population.
Geometry (Å):
Zn  -0.8779  1.2696  0.0171  0.000
Zn  1.7887  0.8033  -3.4126  0.000
Be  2.9767  -3.2163  -0.8435  -0.002
S  3.6775  -1.7760  -3.5857  0.000
O  2.5684  -2.7082  -3.2584  0.000
O  4.3641  -2.1642  -4.7992  0.000
O  3.1745  -0.4345  -3.7981  0.000
O  4.5235  -1.8877  -2.3901  0.000
S  0.9017  -0.4117  -0.4365  0.000
O  0.9820  0.7956  0.3661  -0.001
O  -0.5423  -0.5786  -0.4382  0.000
O  1.3151  -0.1119  -1.8018  0.000
O  1.6114  -1.5553  0.1643  0.000
S  -0.7962  2.5274  -2.2811  0.000
O  -1.5135  3.6214  -2.9318  0.000
O  -0.4227  2.8897  -0.9202  0.000
O  -1.6369  1.4356  -1.8440  0.000
O  0.3834  2.0493  -3.0137  0.000
N  2.0385  -1.3890  3.0543  0.000
C  2.2777  -2.4142  3.9296  0.000
C  2.1913  -1.9195  5.2005  0.000
C  1.9057  -0.5174  5.0638  0.000
C  2.0118  -0.2204  3.7699  0.000
H  1.9231  -1.4983  2.0569  0.000
H  2.4791  -3.3778  3.4853  0.000
H  2.3889  -2.4739  6.1060  0.000
H  1.8214  0.1667  5.8953  0.000
H  2.0111  0.7320  3.2607  0.000
N  1.8483  4.2947  -0.2027  0.043
C  2.8286  3.6606  0.5719  0.351
C  3.7705  4.6023  0.9863  0.096
C  3.2843  5.8643  0.4802  0.164
C  2.1159  5.6249  -0.1975  0.319
H  0.9487  3.9070  -0.4487  -0.002
H  2.7503  2.5993  0.7561  0.015
H  4.6534  4.4439  1.5878  0.000
H  3.7093  6.8365  0.6814  0.003
H  1.4109  6.2966  -0.6646  0.011
N  -2.5169  -0.9998  -3.3364  0.000
C  -1.8511  -2.2212  -3.2552  0.000
C  -2.3382  -3.0481  -4.2610  0.000
C  -3.5025  -2.4257  -4.8305  0.000
C  -3.5623  -1.1495  -4.2736  0.000
H  -2.3299  -0.1700  -2.7919  0.000
H  -1.0187  -2.3927  -2.5887  0.000
H  -2.0822  -4.0814  -4.4433  0.000
H  -4.1514  -2.9453  -5.5200  0.000
H  -4.2186  -0.2961  -4.3602  0.000
N  -1.9621  -2.6764  0.4992  0.000
C  -1.4582  -2.8398  1.7427  0.001
C  -2.0698  -3.9193  2.3784  0.000
C  -2.9252  -4.4723  1.4178  0.000
C  -2.8256  -3.7159  0.2391  0.001
H  -1.6974  -1.9375  -0.1365  0.000
H  -0.7830  -2.1209  2.1829  0.000
H  -1.8696  -4.3353  3.3548  0.000
H  -3.4965  -5.3879  1.4596  0.000
H  -3.3517  -3.8477  -0.6949  0.000
N  -2.3895  2.9792  1.4105  0.000
C  -1.2143  2.6201  2.0499  0.000
C  -1.2075  1.2246  2.1797  0.000
C  -2.4860  0.8044  1.7851  0.000
C  -3.0794  1.8572  1.1140  0.000
H  -2.6370  3.9168  1.1282  0.000
H  -0.5298  3.4286  2.2601  0.000
H  -0.3967  0.6976  2.6606  0.000
H  -2.8545  -0.2092  1.8418  0.000
H  -4.0405  1.8982  0.6232  0.000

***

ORCA calculation (ωB97M-V/def2-TZVPD) on one molecule with the formula C20H25BrN2O4S in a non-equilibrium geometry.

Calculated values
SMILES   O=C(NCCN1CCCCCC1)c1ccc(CS(=O)(=O)c2ccc(Br)cc2)o1
E_HOMO   -8.2 eV
Maximum force   0.023 Eh/bohr
2S+1   1
DFT total energy   -4159.77416 a.u.
Total charge   0

Last column: Mulliken charge in e.
Geometry (Å):
O  1.6346  2.5548  -0.6384  -0.702
C  1.0077  1.6972  -1.2298  0.226
N  0.5106  0.5843  -0.6414  0.191
C  0.7521  0.2585  0.7420  -0.339
C  1.4113  -1.1318  0.8765  -1.187
N  1.6711  -1.5878  2.2174  0.158
C  2.7882  -0.9057  2.8477  -0.447
C  3.0640  -1.3639  4.2796  -0.930
C  2.2892  -0.5682  5.3298  -0.604
C  0.7965  -0.8822  5.3775  -0.937
C  0.0980  -0.7204  4.0299  -0.203
C  0.4916  -1.8204  3.0325  -0.890
C  0.6854  1.8060  -2.6636  0.442
C  0.9280  2.8298  -3.5400  -0.656
C  0.3754  2.4351  -4.7770  -0.731
C  -0.1613  1.1928  -4.5815  0.485
C  -0.9590  0.3209  -5.4515  -0.965
S  -2.7439  0.5980  -5.0367  1.285
O  -3.5134  -0.4080  -5.7143  -0.683
O  -3.0536  1.9781  -5.2716  -0.642
C  -2.8210  0.2838  -3.2671  -0.008
C  -2.8020  1.3463  -2.3841  -0.378
C  -2.8478  1.1006  -1.0225  -0.441
C  -2.9176  -0.2130  -0.5821  0.095
Br  -3.0018  -0.5650  1.2796  -0.131
C  -2.9369  -1.2813  -1.4673  -0.645
C  -2.8867  -1.0240  -2.8263  -0.469
O  0.0194  0.8031  -3.2975  -0.225
H  0.0401  -0.0995  -1.2133  0.251
H  1.4047  1.0413  1.1324  0.343
H  -0.1919  0.2710  1.2954  -0.029
H  0.7586  -1.8694  0.3943  0.464
H  2.3618  -1.1206  0.3343  0.335
H  3.6647  -1.1296  2.2284  0.477
H  2.6660  0.1895  2.8519  0.270
H  4.1300  -1.2240  4.4724  0.390
H  2.8506  -2.4284  4.3717  0.322
H  2.7167  -0.7745  6.3142  0.337
H  2.4267  0.4979  5.1317  0.297
H  0.3265  -0.2176  6.1066  0.341
H  0.6525  -1.9072  5.7279  0.337
H  -0.9815  -0.7764  4.1863  0.281
H  0.3197  0.2637  3.6167  0.274
H  0.6497  -2.7493  3.5939  0.391
H  -0.3419  -2.0031  2.3517  0.335
H  1.4361  3.7428  -3.3102  0.561
H  0.3735  2.9909  -5.6912  0.529
H  -0.7782  -0.7363  -5.2798  0.412
H  -0.8503  0.5731  -6.5011  0.500
H  -2.7603  2.3512  -2.7737  0.510
H  -2.8328  1.9143  -0.3142  0.478
H  -2.9971  -2.2934  -1.0975  0.463
H  -2.9216  -1.8239  -3.5488  0.460